C78H193N11O6 | ωB97M-V/def2-TZVPD

Results
Kohn-Sham gap, eV: 8.72
Max |F|, eV/Å: 3.7
Net charge: 0
Calculated total energy, Eh: -4140.9262
Highest occupied orbital energy, eV: -8.16

Element x y z (Å)
C1 4.196338 5.735289 7.330131
O1 3.302526 5.962555 6.345910
C2 2.237970 6.858710 6.693913
C3 1.290267 7.101570 5.567608
O2 0.661269 5.942204 4.977027
C4 1.434429 5.352233 3.927765
C5 0.876782 3.921540 3.636671
O3 0.779618 3.157553 4.845894
C6 2.095311 2.918093 5.321139
H1 4.696939 6.680359 7.635275
H2 5.125516 5.206431 6.989851
H3 3.826564 5.191142 8.150534
H4 2.724285 7.777201 7.084987
H5 1.668611 6.461705 7.516629
H6 1.739855 7.582691 4.721159
H7 0.395401 7.642805 5.934452
H8 2.477868 5.213180 4.276777
H9 1.332240 5.989776 3.031131
H10 1.452280 3.333148 2.852275
H11 -0.091250 4.167384 3.311399
H12 2.719682 2.212558 4.610314
H13 1.955404 2.383546 6.211508
H14 2.707874 3.820991 5.554750
C7 2.069422 -7.233680 -1.056380
O4 0.911647 -6.554036 -0.565185
C8 0.881221 -6.541341 0.850403
C9 -0.505024 -5.955087 1.370240
O5 -1.402332 -7.045503 1.481195
C10 -1.950125 -7.298734 0.232833
C11 -2.667716 -8.625733 0.289233
O6 -3.822436 -8.553240 1.115798
C12 -4.581071 -9.760451 0.930728
H15 2.017352 -8.266155 -0.769671
H16 2.938220 -6.723193 -0.667632
H17 2.061596 -7.076055 -2.116120
H18 1.579593 -5.804824 1.254750
H19 1.023380 -7.527750 1.274751
H20 -0.879804 -5.240540 0.692479
H21 -0.401445 -5.464034 2.340662
H22 -1.174851 -7.372282 -0.547602
H23 -2.735551 -6.547542 -0.144275
H24 -1.959210 -9.410905 0.714400
H25 -2.878814 -8.888434 -0.743370
H26 -3.933816 -10.594857 0.909950
H27 -5.208307 -9.862546 0.026854
H28 -5.278569 -9.760015 1.783236
C13 -2.869265 -2.444537 -5.009508
C14 -4.164863 -2.638243 -5.764248
N1 -4.884816 -1.430743 -6.151277
C15 -5.400039 -0.762494 -4.903057
C16 -6.770915 -0.286496 -5.092833
C17 -4.063925 -0.544471 -6.951582
C18 -3.860907 -1.138652 -8.367224
H29 -2.603577 -3.422906 -4.620621
H30 -3.011438 -1.801721 -4.134839
H31 -1.977166 -2.259992 -5.574402
H32 -4.109904 -3.364915 -6.608873
H33 -4.824239 -3.135844 -5.096714
H34 -5.411073 -1.503849 -4.122876
H35 -4.713860 0.027520 -4.592071
H36 -6.847946 0.386947 -5.926452
H37 -7.321186 -1.170805 -5.375709
H38 -7.226564 0.187327 -4.230858
H39 -3.128073 -0.323954 -6.488598
H40 -4.585601 0.396379 -7.020450
H41 -3.207733 -0.473544 -8.924726
H42 -4.829988 -1.254098 -8.894078
H43 -3.272003 -2.140072 -8.310738
C19 -6.018774 4.405490 -0.116797
C20 -5.527551 2.940289 -0.222289
N2 -4.324727 2.793670 -0.985791
C21 -4.442342 3.237170 -2.384959
C22 -3.156683 3.454520 -3.070358
C23 -3.764118 1.435514 -0.961965
C24 -3.691644 0.842744 0.384962
H44 -5.105738 4.880509 0.088414
H45 -6.659692 4.680676 0.695625
H46 -6.370257 4.851948 -1.011884
H47 -5.301415 2.432001 0.800651
H48 -6.254722 2.217550 -0.706322
H49 -5.035508 2.518666 -2.945045
H50 -5.090150 4.131758 -2.428819
H51 -2.560691 4.213203 -2.582768
H52 -2.539336 2.556971 -3.064649
H53 -3.314846 3.907602 -4.038047
H54 -2.741022 1.482424 -1.325686
H55 -4.388446 0.756614 -1.641200
H56 -4.646643 0.704448 0.848096
H57 -2.942401 1.396079 1.012201
H58 -3.266014 -0.167154 0.356258
C25 0.925051 -1.389338 -3.636906
C26 1.686619 -2.360739 -4.582030
N3 2.400011 -3.442639 -3.817898
C27 1.545046 -4.350893 -3.144037
C28 1.124188 -5.439404 -4.040890
C29 3.482981 -2.905816 -3.021083
C30 4.533323 -3.901269 -2.743754
H59 1.637855 -0.981317 -2.895650
H60 0.142539 -1.909693 -3.102499
H61 0.504186 -0.558987 -4.232292
H62 1.026093 -2.746404 -5.422073
H63 2.473236 -1.826850 -5.045837
H64 2.045106 -4.764248 -2.287245
H65 0.709065 -3.763132 -2.774592
H66 0.361935 -5.994772 -3.529017
H67 0.752695 -5.080554 -5.067145
H68 1.885142 -6.086820 -4.255540
H69 3.249280 -2.440661 -2.098281
H70 3.932146 -2.203393 -3.663918
H71 5.534584 -3.512602 -2.552387
H72 4.598502 -4.656924 -3.531022
H73 4.294622 -4.470468 -1.834640
C31 4.774429 0.564747 -2.830312
C32 5.881502 -0.375191 -2.227608
N4 6.690709 0.231233 -1.134402
C33 5.825950 0.758280 -0.017572
C34 4.646385 -0.213466 0.252561
C35 7.584543 1.327321 -1.692547
C36 8.701373 1.716186 -0.750788
H74 4.189036 0.131601 -3.630279
H75 5.260994 1.423630 -3.358756
H76 4.017573 0.917448 -2.064910
H77 5.385532 -1.228927 -1.837313
H78 6.600005 -0.672911 -3.017332
H79 6.407121 0.822528 0.904531
H80 5.307699 1.804728 -0.167719
H81 4.116325 0.020029 1.175381
H82 3.863688 -0.057638 -0.529203
H83 4.971690 -1.242807 0.198106
H84 6.886557 2.157581 -1.806694
H85 7.924519 0.945667 -2.662425
H86 8.324717 2.212870 0.106625
H87 9.444924 2.346756 -1.317546
H88 9.148333 0.805137 -0.337105
C37 -3.211396 -3.276287 -1.153674
C38 -3.343938 -3.675323 0.363991
N5 -4.344055 -2.832932 1.029644
C39 -5.671551 -3.395295 0.664892
C40 -6.856586 -2.567005 1.181636
C41 -4.204056 -2.773091 2.410294
C42 -2.947452 -2.189536 2.933726
H89 -4.002929 -3.603496 -1.730402
H90 -2.340609 -3.744334 -1.610643
H91 -3.226976 -2.180706 -1.309068
H92 -3.555145 -4.770522 0.398365
H93 -2.417952 -3.552916 0.875641
H94 -5.734292 -3.553636 -0.390167
H95 -5.682839 -4.475143 1.067738
H96 -6.613520 -1.481594 0.967992
H97 -7.774628 -2.765022 0.667773
H98 -6.996138 -2.674457 2.246007
H99 -4.386048 -3.695363 2.936551
H100 -5.007215 -2.147301 2.735369
H101 -2.830539 -1.107166 2.776607
H102 -1.999659 -2.680812 2.670345
H103 -3.059527 -2.297550 4.052070
C43 0.510346 -4.418685 7.072413
C44 0.340566 -3.571455 5.814813
N6 1.408901 -2.528282 5.840236
C45 0.882263 -1.286817 6.406613
C46 -0.057438 -0.454583 5.580523
C47 1.886001 -2.408772 4.448901
C48 2.886333 -1.344766 4.162637
H104 1.440309 -5.026584 7.031538
H105 -0.384644 -5.075274 7.148099
H106 0.517900 -3.852661 8.006899
H107 0.536256 -4.248832 4.983813
H108 -0.684620 -3.147021 5.711973
H109 0.468871 -1.523865 7.361821
H110 1.720523 -0.658384 6.546745
H111 -0.627989 0.155214 6.182768
H112 0.420811 0.158820 4.864473
H113 -0.791835 -1.037576 5.057931
H114 1.000851 -2.282480 3.819839
H115 2.297794 -3.314245 4.108446
H116 3.355235 -1.478751 3.191280
H117 3.731541 -1.353329 4.860242
H118 2.480467 -0.335946 4.192420
C49 -0.172312 0.744047 2.200242
C50 1.117304 0.484818 1.459049
N7 0.974261 -0.025675 0.065883
C51 0.307940 1.013387 -0.760408
C52 1.192818 2.248418 -1.011983
C53 0.139801 -1.266979 0.042452
C54 0.732498 -2.525344 0.553992
H119 -0.860419 -0.093829 2.287096
H120 -0.780691 1.542532 1.715009
H121 -0.025768 1.050580 3.294495
H122 1.840715 1.275989 1.394235
H123 1.758341 -0.181708 2.000778
H124 0.109006 0.569986 -1.752240
H125 -0.726544 1.258184 -0.393774
H126 1.603884 2.656396 -0.081113
H127 1.984638 2.011884 -1.711494
H128 0.605706 3.070130 -1.522377
H129 -0.038461 -1.525993 -1.016848
H130 -0.870024 -1.059931 0.482654
H131 1.122441 -2.480800 1.549227
H132 1.552080 -2.893901 -0.083610
H133 -0.010220 -3.297054 0.508824
C55 0.989922 4.088119 -5.229542
C56 1.713618 3.134913 -6.169115
N8 1.101573 3.184385 -7.511253
C57 1.224729 4.491961 -8.167607
C58 2.613282 5.057340 -8.112646
C59 -0.229256 2.510413 -7.658513
C60 -0.125132 1.102288 -7.266261
H134 1.407141 4.127844 -4.263592
H135 -0.059119 3.833082 -5.173072
H136 0.954082 5.094184 -5.625104
H137 2.810691 3.335602 -6.332847
H138 1.621591 2.100911 -5.787648
H139 0.984404 4.343223 -9.255067
H140 0.572608 5.321852 -7.844182
H141 2.561823 5.963743 -8.744326
H142 2.913382 5.379504 -7.102064
H143 3.325466 4.342870 -8.539497
H144 -0.428876 2.562650 -8.720902
H145 -1.052643 3.021885 -7.109111
H146 -0.196456 0.918175 -6.225420
H147 0.790737 0.657750 -7.692456
H148 -0.989385 0.614892 -7.657376
C61 0.745530 8.082371 -0.386255
C62 -0.515730 8.322766 0.452284
N9 -1.047988 7.135768 1.014092
C63 -2.121898 7.366421 2.048683
C64 -3.354073 8.083025 1.560934
C65 -1.496687 6.098456 0.045455
C66 -1.587402 4.684314 0.582578
H149 0.445895 7.503718 -1.271111
H150 1.562598 7.557575 0.068812
H151 1.201973 8.998380 -0.723051
H152 -0.237116 9.049866 1.261855
H153 -1.338700 8.810147 -0.185440
H154 -2.332971 6.411166 2.648028
H155 -1.685027 7.986101 2.810956
H156 -3.972592 7.402333 0.993449
H157 -3.961582 8.338584 2.413893
H158 -3.146371 8.946161 1.022701
H159 -0.696625 6.056661 -0.796233
H160 -2.453130 6.439632 -0.412950
H161 -0.601432 4.356202 0.879989
H162 -2.030724 3.990597 -0.152520
H163 -2.231438 4.635364 1.470367
C67 -2.791970 2.051388 4.196168
C68 -3.924686 2.683755 5.023922
N10 -5.291080 3.053273 4.358862
C69 -5.712406 1.776431 3.713544
C70 -6.152244 0.676247 4.666479
C71 -5.032364 4.089492 3.372301
C72 -5.018455 5.423442 4.149808
H164 -1.963183 1.942769 4.930616
H165 -2.526397 2.767358 3.450571
H166 -3.128322 1.088863 3.850235
H167 -4.184945 2.002195 5.804307
H168 -3.565441 3.502398 5.605938
H169 -6.603255 2.060141 3.146698
H170 -4.885674 1.458071 3.053409
H171 -6.674256 1.115076 5.518176
H172 -6.888073 0.004869 4.253885
H173 -5.384475 0.057183 5.107526
H174 -5.916774 4.187072 2.721400
H175 -4.214483 3.925297 2.634954
H176 -6.039888 5.504483 4.660665
H177 -4.880180 6.258079 3.450796
H178 -4.270024 5.473739 4.942045
C73 8.596861 -6.379247 1.688120
C74 7.563415 -5.279180 1.872222
N11 7.363140 -4.460657 0.655865
C75 6.177604 -3.576065 0.633483
C76 4.864757 -4.302434 0.705519
C77 8.595653 -3.598247 0.553138
C78 8.575266 -2.864445 -0.769492
H179 8.737612 -7.056795 2.548593
H180 9.517459 -5.942548 1.314826
H181 8.256902 -7.091895 0.913532
H182 6.611459 -5.719162 2.222439
H183 7.922699 -4.565951 2.667263
H184 6.228060 -2.833819 1.465974
H185 6.166843 -3.031059 -0.271694
H186 4.801175 -5.088520 -0.031374
H187 4.707794 -4.806179 1.695952
H188 3.937936 -3.681617 0.407843
H189 9.468203 -4.250983 0.713654
H190 8.552905 -2.881763 1.456715
H191 7.865891 -2.009909 -0.709311
H192 8.312620 -3.458609 -1.604130
H193 9.608177 -2.454271 -0.997750

Force components x, y, z for each atom (eV/Å):
C 3.54 0.94 0.22
O -1.73 0.21 -1.98
C 1.23 -0.28 0.66
C -1.55 -0.69 -1.14
O 0.49 -0.48 0.46
C 0.70 -0.92 0.33
C 0.95 0.71 0.70
O 1.05 0.52 -1.06
C 1.14 -0.70 -1.41
H -0.64 -0.07 0.49
H -1.15 -0.12 -0.38
H -0.73 -0.57 1.34
H -0.49 0.01 -0.45
H -0.23 -0.52 0.58
H 0.48 0.97 -0.18
H 0.84 0.25 -0.04
H -0.42 0.68 -0.55
H 0.34 -0.33 0.11
H -0.50 0.92 0.75
H -1.64 -0.55 -0.58
H -1.14 1.32 0.95
H -0.02 -0.83 1.40
H -0.66 -0.56 -0.32
C -0.85 1.28 0.41
O 0.07 -0.18 0.20
C -1.55 2.16 0.51
C 1.66 -2.25 0.26
O -0.27 1.12 0.41
C -1.56 -0.63 -1.25
C 1.07 -0.32 0.84
O -0.16 -0.86 -1.43
C -1.21 1.39 0.89
H 0.29 -0.68 0.02
H 0.64 -0.15 0.29
H 0.00 -0.34 -0.61
H 0.82 -0.28 -0.15
H 0.12 -0.24 0.16
H -0.37 0.96 -1.03
H 0.15 -0.30 0.06
H -0.20 0.08 0.24
H 1.14 -0.53 0.80
H -0.71 0.75 -0.48
H -0.47 -0.27 -0.23
H 0.76 -1.13 0.42
H 0.39 0.77 -0.08
H 0.34 -0.44 -0.25
C 0.10 -1.17 0.51
C -0.23 -0.33 -0.94
N -0.15 0.15 1.14
C 1.70 -0.31 -0.74
C -1.15 0.10 -0.51
C -1.05 -0.77 -1.19
C 0.85 -0.99 0.62
H -0.14 -0.36 0.46
H 0.30 0.19 -0.32
H 0.29 1.01 -0.54
H 0.41 0.74 0.32
H -0.68 -0.60 0.69
H 0.17 -0.29 0.46
H 0.14 0.18 0.12
H -0.01 0.50 -0.44
H -0.68 -0.15 0.01
H 0.05 0.00 0.28
H 1.07 0.10 0.45
H -0.28 0.46 -0.22
H -0.04 0.15 -0.28
H 0.66 -0.12 0.35
H -1.26 1.55 -0.13
C 0.88 -1.45 0.28
C -1.26 -2.00 0.92
N 1.50 0.51 -0.77
C -1.72 0.32 1.05
C 1.16 0.60 0.07
C -1.01 0.11 -1.11
C 1.72 -0.75 1.31
H 1.41 1.22 0.38
H -0.65 -0.46 0.41
H -0.61 0.04 -0.92
H -0.70 1.59 -1.53
H -0.23 0.75 0.53
H -0.25 -0.67 -0.27
H 0.63 -0.12 0.17
H 0.18 0.26 0.60
H -0.06 -0.01 -0.60
H -0.04 -0.52 -0.67
H -0.06 -0.04 -0.45
H 0.67 0.58 0.48
H -0.41 0.10 0.53
H -1.05 -0.11 -0.16
H -0.07 -0.01 -0.33
C 0.74 0.08 -0.79
C -0.76 -0.95 1.02
N 0.31 1.26 -1.21
C -0.24 0.94 0.17
C -2.73 1.06 -1.52
C 0.07 -0.37 -1.41
C 0.75 -2.29 0.95
H -0.37 -0.05 -0.29
H -0.37 0.08 0.04
H 0.03 -0.30 0.39
H 0.69 0.09 1.21
H 0.74 0.70 -0.74
H 0.26 -0.16 0.52
H -0.66 -0.38 0.45
H -0.75 -0.50 -0.06
H 0.24 -0.33 1.60
H 2.27 -1.65 -0.50
H -0.87 0.87 1.11
H 0.53 1.41 -0.59
H -0.09 0.33 -0.16
H 0.11 0.24 -0.17
H 0.02 0.02 -0.25
C 0.51 0.97 0.13
C -0.02 1.73 -0.41
N -0.43 1.08 0.11
C -1.13 0.04 -0.31
C -0.52 0.97 -1.04
C -1.71 -1.15 0.73
C 0.84 -0.61 -1.14
H -0.08 -0.70 -0.10
H -0.42 -0.32 0.79
H 1.15 -0.17 -0.92
H -0.18 -0.94 0.21
H -0.49 -0.01 0.37
H 0.26 0.16 -0.23
H 1.28 -1.48 -0.22
H 0.35 -0.14 0.27
H 0.55 -0.43 0.68
H -0.01 -0.23 0.38
H 0.35 0.52 -0.61
H 0.16 0.35 0.21
H -0.36 0.93 0.66
H -0.61 -0.62 0.89
H 0.36 0.11 -0.40
C 1.35 0.77 1.74
C -0.53 0.32 -1.65
N -0.66 -1.33 -3.03
C 0.10 -1.12 1.52
C 1.42 1.37 -0.52
C -0.31 0.46 1.17
C 1.02 0.70 2.13
H -1.97 -0.99 -0.99
H 0.33 0.21 0.10
H 0.49 -0.41 0.37
H -0.25 0.54 0.27
H 0.84 0.27 0.16
H 0.06 0.38 -0.78
H -0.31 1.21 -0.17
H -0.28 -1.00 0.32
H -0.49 -0.42 -0.27
H -0.17 -0.06 0.28
H -0.04 -1.18 0.10
H -0.51 0.63 0.57
H -0.13 -0.28 -0.33
H -0.35 0.00 -0.06
H 0.45 0.16 -0.89
C -0.95 -0.80 0.18
C 1.02 0.15 1.06
N -0.64 -0.79 -1.16
C 0.59 -0.27 -0.89
C -0.15 -1.59 -0.75
C -1.19 1.06 0.42
C 1.01 0.89 0.36
H -0.66 0.41 -0.04
H 0.66 -0.02 0.04
H 0.12 0.24 -0.21
H -0.22 0.18 -0.23
H 0.56 -0.21 0.04
H -0.32 -0.18 0.72
H 1.15 0.66 0.70
H -1.13 1.62 1.57
H 0.70 0.51 -0.61
H -0.41 -0.56 -0.49
H -0.16 0.34 -0.44
H 0.57 -1.57 0.06
H -0.18 -0.10 -0.30
H -0.19 -0.17 0.17
H -0.13 0.11 0.01
C -0.66 1.61 1.51
C 0.35 -1.01 -0.74
N -0.97 -0.15 0.34
C -0.23 -0.36 -0.67
C -1.19 0.68 -0.11
C -0.70 1.26 -1.33
C 1.18 -0.53 -0.03
H 0.29 -0.39 -0.23
H 0.51 -0.31 0.41
H 0.08 -0.07 -1.73
H -0.31 1.24 0.04
H -0.07 -1.14 0.37
H 0.14 -0.03 0.33
H 0.84 0.12 0.07
H -0.02 0.01 -0.30
H 0.37 -0.21 0.08
H 0.40 -0.84 0.68
H -0.19 0.65 0.26
H 0.59 -0.28 -0.19
H 0.15 0.10 0.83
H -0.10 0.33 0.05
H -0.54 -0.43 0.11
C -0.14 0.13 -0.98
C -0.03 -0.15 -0.77
N -0.39 0.03 -0.06
C -0.53 -0.63 -0.91
C 0.34 0.64 -0.32
C 1.37 2.25 0.23
C 0.31 -1.16 -0.62
H 0.49 -0.03 1.32
H -0.31 -0.45 0.26
H 0.38 0.39 -0.14
H -1.11 -0.06 0.61
H 0.19 0.45 -0.21
H 0.02 -0.01 0.87
H -0.44 -0.48 0.36
H 0.44 -0.34 0.24
H -0.01 -0.22 -0.40
H 0.10 0.25 0.20
H -0.30 0.16 -0.27
H 0.31 -0.09 -0.28
H 0.31 -0.02 1.22
H -0.41 0.03 0.26
H -0.60 -0.76 -0.52
C -0.89 -0.17 -0.97
C -0.12 1.51 -0.48
N -1.20 -2.43 1.67
C 1.34 -0.83 0.32
C -0.81 -2.16 0.96
C 1.35 1.00 -1.58
C -0.64 0.08 0.39
H 0.40 0.29 0.04
H 0.05 -0.56 0.83
H -0.20 0.59 -0.25
H -0.54 -0.66 -0.46
H 1.26 -0.07 0.40
H 0.08 1.11 -1.30
H 0.56 0.45 0.35
H -0.25 -0.02 -0.55
H -0.21 0.30 0.42
H 0.40 1.55 -1.05
H -1.52 0.17 1.26
H 0.35 -0.37 -0.02
H 0.31 -0.25 0.04
H 0.26 0.33 0.18
H 0.06 -0.04 -0.12
C -0.64 0.75 1.90
C -1.59 -0.02 -0.05
N 2.83 -2.11 0.32
C -0.26 0.83 -0.22
C -0.21 0.39 0.89
C -1.21 0.98 0.04
C -1.01 -0.03 -0.03
H -0.28 -0.07 -0.76
H 0.56 -0.01 -0.95
H 0.38 -0.33 -0.52
H -0.36 -0.77 0.48
H 0.28 1.06 -0.07
H 0.19 -0.18 -0.43
H -0.70 -0.19 -0.17
H 0.03 0.29 0.06
H -0.11 -0.23 -0.64
H 0.58 -0.08 -0.12
H 0.09 -0.34 0.17
H 0.09 0.01 0.72
H 1.42 0.04 -0.75
H -0.03 -0.02 0.28
H 0.10 -0.03 -0.19
C -0.58 -0.98 -0.83
C -0.63 0.82 0.77
N 0.95 0.19 0.07
C 0.23 -0.61 1.61
C -1.91 -0.42 0.52
C -1.39 -0.26 0.82
C 1.54 2.11 0.71
H 0.15 0.87 0.04
H 0.32 -0.40 0.37
H 0.02 0.48 0.01
H 0.36 0.27 -0.26
H -0.36 -0.64 -0.13
H 0.05 -0.17 -0.26
H 0.34 0.58 -0.98
H 0.42 -0.49 -0.21
H -0.12 0.67 -0.76
H 1.52 -0.42 0.93
H -0.32 0.52 -0.41
H 0.29 -0.60 -1.22
H 0.67 -0.37 -0.22
H -0.37 -0.99 -0.68
H -1.15 -0.23 0.30